Record 1
DFT (the ωB97M-V functional and the def2-TZVPD basis) results for a cluster of 6 separate species, C18H48O6 in total.

Positions of all 72 atoms, in Å:
O 6.1510 -0.8162 -2.6112
O 0.9320 -1.7207 5.7686
O -4.4115 3.5311 1.7921
O -1.6497 -0.8950 -1.2546
O 0.0985 5.0582 -0.2703
O -0.7910 -3.6869 -0.6722
C 5.0621 -1.2563 -3.3720
C -4.9524 1.2510 2.2171
C 5.4252 -2.6520 -3.8786
C -4.5043 2.1239 -0.0724
C 0.2396 4.0645 -1.2057
C -0.2112 -4.1646 -2.9246
C 0.6741 -0.3746 -1.0736
C -2.6304 -4.3747 -2.0473
C -1.0838 3.9549 -1.8714
C -0.7427 0.0587 -0.7444
C 2.3699 -0.3458 7.0476
C 1.1078 0.5085 4.8971
C 3.8390 -1.1053 -2.5122
C 1.8019 -0.6352 5.6398
C -1.1483 -4.5254 -1.7635
C -5.1494 2.4219 1.2756
C -1.0436 0.1876 0.7492
C 1.3770 4.4238 -2.1418
H 5.6003 -3.3945 -3.1001
H -6.1933 2.7160 1.1675
H 4.0574 -1.4602 -1.5049
H 6.0421 0.1376 -2.6098
H -0.3857 -4.8466 -3.7568
H 1.8183 1.3215 4.7479
H -4.8204 2.9512 -0.7079
H 0.1264 -1.6078 6.2784
H -0.2941 -3.1214 -3.2294
H -0.8736 -0.7852 1.2104
H -0.9816 -5.5484 -1.4262
H 1.5455 -0.0758 7.7075
H 1.6015 3.5389 -2.7374
H 4.5341 -3.0502 -4.3638
H 3.0422 -1.7828 -2.8189
H 3.5423 -0.0575 -2.5587
H -4.8953 1.1726 -0.4334
H 0.4856 3.1820 -0.6152
H -5.4097 0.3118 1.9059
H -0.4154 0.8248 1.3716
H -1.0057 3.2662 -2.7126
H -3.4143 2.1230 -0.0672
H -3.2532 -4.7452 -1.2331
H 1.1566 -0.9760 -0.3031
H 0.7592 -0.8613 -2.0452
H -0.9259 1.0377 -1.1873
H 1.2121 0.5672 -1.1813
H 0.7231 0.2195 3.9191
H 3.1333 0.4316 7.0149
H -2.0477 0.5124 1.0221
H -0.5731 4.7272 0.3305
H -3.9309 0.8713 2.2410
H -5.1964 1.5880 3.2245
H 2.6111 -0.9895 5.0013
H 2.2299 4.6292 -1.4950
H 0.3599 0.9881 5.5286
H 6.2172 -2.6149 -4.6266
H -1.8023 3.5710 -1.1471
H -1.3534 -1.7620 -0.9679
H 0.8317 -4.1690 -2.6076
H -2.8260 -3.3029 -2.0801
H 1.2166 5.2727 -2.8064
H 4.9674 -0.5423 -4.1901
H -1.3769 -3.9606 0.0374
H -2.9544 -4.8664 -2.9646
H 2.7540 -1.2815 7.4540
H -1.4929 4.9147 -2.1869
H -4.9049 3.8947 2.5310

Cartesian forces (eV/Å) of the 2 atoms listed first:
1.253 0.755 0.345
-0.265 -1.878 -0.564

2S+1: 2
Calculated total energy, Ha: -1165.9462
<S²>: 0.750
Orbital gap (alpha / beta), Ha: 0.065 / 0.367
Charge: -1
HOMO energy (alpha / beta), eV: 0.88 / -7.29
ΔE to the lowest compared entry with this formula, charge and spin, eV: 0.240

***

Record 2
DFT (the ωB97M-V functional and the def2-TZVPD basis) results for a structure of composition C18H48O6.

Positions of all 72 atoms, in Å:
O 1.9708 6.0130 0.9737
O -2.6726 0.5737 -2.4096
O 3.8862 -0.6078 -0.6092
O -1.5353 0.2332 1.7288
O 1.5502 -3.9379 0.1543
O -3.5320 -2.9851 2.2249
C 3.0507 -1.6990 -0.8417
C -1.3232 0.9452 -2.0783
C -0.5569 -0.1795 -2.6276
C -1.0030 2.3412 -2.5372
C -0.2895 6.4444 1.2922
C 0.4843 4.2629 0.0765
C -4.0056 -3.9107 0.0348
C -2.8195 -1.8542 0.3090
C -0.5679 0.8514 0.8240
C 0.7654 0.2047 1.2611
C -0.5628 2.3465 1.1662
C -3.9256 -2.7076 0.8818
C 1.9188 -3.1315 1.2879
C 0.6618 5.7898 0.3361
C 1.6349 -0.9577 -0.8804
C 3.3297 -2.2833 -2.1883
C 0.7542 -2.1786 1.4203
C 2.1161 -4.1111 2.4520
H -0.9289 -1.1274 -2.2386
H -1.5913 2.7021 1.1041
H -0.5724 5.7189 2.0549
H -2.6882 -2.5351 2.3092
H -0.1595 2.5811 -1.8898
H 1.3046 -4.8302 2.5636
H 2.9196 -4.7994 2.1899
H 1.5141 -0.1045 -1.5480
H -0.5352 4.1008 -0.2736
H 0.4757 -1.6680 0.4984
H 0.6583 3.7630 1.0293
H 4.3891 -2.5381 -2.1571
H 3.1855 -2.4970 -0.1115
H -1.1815 6.5481 0.6743
H 0.1925 2.9643 0.6806
H -2.0226 -0.3522 1.1444
H -4.8990 -4.4301 0.3814
H 0.7195 -0.7970 1.6884
H -0.3494 2.5157 2.2217
H -0.4056 -0.1913 -3.7070
H -1.3831 0.9789 -0.9904
H 2.3428 -3.7721 3.4628
H -0.6563 0.5588 -0.2222
H 2.8580 -2.6284 1.0577
H 1.2195 0.8044 2.0500
H 1.2863 -0.5902 0.0847
H -3.0320 -1.6301 -0.7363
H 0.9607 -1.4664 2.2192
H 3.7136 -0.0462 -1.3684
H 2.5891 5.7060 0.3065
H 2.3278 -4.3553 -0.2235
H 1.1826 3.9525 -0.7008
H 0.4889 0.0670 -2.4443
H 2.9271 -3.2570 -2.4673
H 0.8973 -1.5793 -1.3879
H 0.6626 6.4075 -0.5620
H 1.5151 0.1194 0.4745
H -1.8293 -2.3016 0.3956
H -0.0510 7.4776 1.5448
H -4.2311 -3.7800 -1.0236
H -4.8464 -2.1323 0.9788
H -0.5896 2.5198 -3.5298
H -1.8580 2.9890 -2.3440
H -2.9095 1.2082 -3.0900
H 3.0693 -1.6200 -3.0131
H -3.1017 -4.5174 0.0889
H -0.1891 -2.6588 1.6804
H -2.7182 -0.9401 0.8941

Cartesian forces (eV/Å) of the 2 atoms listed first:
-0.521 -0.525 -0.842
-1.147 0.776 -0.432

Calculated total energy, Ha: -1165.3933
Orbital gap, Ha: 0.340
Charge: 0
HOMO energy, eV: -8.85
ΔE to the lowest compared entry with this formula, charge and spin, eV: 17.682

***

Record 3
DFT (the ωB97M-V functional and the def2-TZVPD basis) results for a structure of composition C18H50Br2NNbO13P3.

Positions of all 88 atoms, in Å:
Nb 2.7595 3.7264 -1.8162
Br 4.4333 5.2641 -4.5122
Br 0.8255 3.6710 -0.0381
P -0.1952 -6.7769 -3.1402
P -4.8991 0.0594 4.9563
P -2.0895 -1.5010 0.8437
O 1.3461 -7.2922 -2.6231
O -4.5801 0.2257 6.5603
O -6.1092 -1.1249 5.2775
O -2.0696 0.0815 1.5098
O -3.9710 -0.9481 4.3008
O -1.6865 -5.9871 -3.4742
O -1.8512 -1.0143 -0.5793
O -3.9074 1.3926 4.6395
O 2.3081 5.6166 -2.5233
O -2.2323 -3.1289 0.2949
O -0.6633 -1.8232 1.5944
O -0.8767 -7.6739 -1.9422
O -0.1997 -7.5174 -4.4709
N 0.5560 0.4010 -3.7531
C -2.9283 -3.9946 1.2018
C 0.2960 -2.6756 0.9881
C 2.7270 6.9296 0.9744
C 4.3539 3.5289 -3.4833
C 3.1731 7.0631 -0.5717
C -2.1666 -8.2410 -2.1120
C 6.9963 3.8459 -3.5843
C -1.9180 -4.7901 -2.7123
C 1.9999 6.6387 -1.5685
C 1.7808 -8.5829 -3.0139
C 0.5055 1.5162 -2.7408
C 3.5014 5.8033 1.7676
C 5.7732 3.1336 -2.8377
C -1.2335 1.0498 0.8825
C -7.4262 -0.5969 5.4852
C -2.5069 1.1430 4.6310
C 1.2629 2.7964 -3.3190
C -4.5342 -0.9111 7.4093
H 0.9357 1.1645 -1.7501
H -1.1838 -4.0295 -2.9836
H -1.1218 1.8900 1.5710
H 1.8262 2.4388 -4.2342
H 6.8802 3.7267 -4.7029
H 3.2132 2.0491 -1.2792
H 2.1209 -8.5680 -4.0496
H -2.2181 0.6638 3.6927
H -7.7924 -0.1333 4.5663
H 5.8771 2.0137 -2.9047
H -2.9233 -7.5554 -1.7220
H -7.4220 0.1412 6.2935
H -1.7006 1.4187 -0.0301
H -2.3742 -8.4749 -3.1583
H -2.4532 -3.9813 2.1874
H 3.4455 5.9907 2.8758
H -1.9942 2.1053 4.6969
H 1.5356 0.1197 -3.8888
H 0.4830 3.5738 -3.5637
H 1.2872 -2.3479 1.3083
H 1.6035 6.8435 1.0305
H -3.9704 -3.6797 1.2933
H 4.1573 6.5698 -0.7804
H 3.3571 8.1782 -0.7031
H -2.8970 -5.0112 0.8073
H 0.2499 -2.6301 -0.1022
H 2.9771 7.9075 1.4986
H 7.9848 3.3565 -3.3100
H 3.0897 4.7679 1.5834
H 4.5897 5.7480 1.4575
H 7.0701 4.9321 -3.3055
H -2.2059 0.5268 5.4804
H 2.6275 -8.8531 -2.3789
H -8.0907 -1.4166 5.7585
H 1.0255 6.4716 -1.0065
H -4.2047 -1.8050 6.8756
H -1.8516 -4.9996 -1.6405
H 4.0414 2.7357 -4.2288
H 4.0199 4.3239 -0.6082
H 0.9909 -9.3244 -2.8833
H -0.5996 1.7202 -2.5781
H -2.9164 -4.4179 -2.9395
H 1.7938 7.5760 -2.1878
H -3.8238 -0.7029 8.2123
H -5.5192 -1.0784 7.8527
H 0.1428 -3.7029 1.3300
H -0.2467 0.6398 0.6649
H 5.7551 3.3963 -1.7371
H 0.0813 -0.4179 -3.3474
H -2.2064 -9.1667 -1.5332

Cartesian forces (eV/Å) of the 2 atoms listed first:
-2.110 2.886 -2.290
0.075 -0.786 0.026

Calculated total energy, Ha: -7977.4600
Orbital gap, Ha: 0.128
Charge: -1
HOMO energy, eV: -4.73